Here is a single C4H6N2O molecule from the Open Molecules 2025 dataset. Energies are from ωB97M-V/def2-TZVPD.

As for the charge: 0. The gap between HOMO and LUMO comes out at 9.301 eV. Its structure (SMILES) is NC1=C[C@@H](O)N=C1. For the calculated total energy, the calculation gives -340.71411 Eh. The value obtained for the highest occupied orbital energy is -8.6383 eV. The spin multiplicity is 1. The value obtained for the energy relative to the best compared isomer or geometry (same formula, charge and spin) is 50.7 kcal per mole.

```
13
Properties=species:S:1:pos:R:3:mulliken_charge:R:1
C -0.411 1.076 -0.662 -0.567
N -1.352 0.915 0.206 -0.613
H -0.494 1.841 -1.430 0.376
H -1.863 -0.651 -0.038 0.127
H -1.319 -0.317 2.691 0.322
H 0.820 -1.672 0.737 0.355
N 1.804 0.100 -1.356 -0.533
C 0.277 -0.805 0.376 -0.971
H 2.607 -0.322 -0.912 0.252
C -1.107 -0.422 0.752 0.506
O -1.665 -0.831 1.953 -0.475
H 2.038 0.999 -1.755 0.237
C 0.665 0.091 -0.563 0.984
```

=====

Here is a single C4H6N2O molecule from the Open Molecules 2025 dataset. Energies are from ωB97M-V/def2-TZVPD.

As for the charge: 0. The gap between HOMO and LUMO comes out at 9.878 eV. Its structure (SMILES) is CN=C=CC(N)=O. For the calculated total energy, the calculation gives -340.74518 Eh. The value obtained for the highest occupied orbital energy is -9.0639 eV. The spin multiplicity is 1. The value obtained for the energy relative to the best compared isomer or geometry (same formula, charge and spin) is 31.2 kcal per mole.

```
13
Properties=species:S:1:pos:R:3:mulliken_charge:R:1
N 2.944 -0.126 0.199 -0.417
C -0.651 -0.410 0.356 0.702
C -2.772 0.325 -0.407 -0.680
H 3.683 -0.042 -0.481 0.238
H 0.817 -0.005 1.765 0.261
C 0.608 -0.221 0.722 -0.827
H 3.101 0.277 1.109 0.202
O 1.469 -0.551 -1.473 -0.620
H -3.643 -0.191 -0.815 0.246
H -2.346 0.978 -1.174 0.284
H -3.095 0.935 0.443 0.297
C 1.678 -0.313 -0.294 0.652
N -1.794 -0.657 0.050 -0.340
```

=====

Here is a single C4H6N2O molecule from the Open Molecules 2025 dataset. Energies are from ωB97M-V/def2-TZVPD.

As for the charge: 0. The gap between HOMO and LUMO comes out at 11.439 eV. Its structure (SMILES) is [H]/N=C/OCCC#N. For the calculated total energy, the calculation gives -340.74377 Eh. The value obtained for the highest occupied orbital energy is -10.7197 eV. The spin multiplicity is 1. The value obtained for the energy relative to the best compared isomer or geometry (same formula, charge and spin) is 32.1 kcal per mole.

```
13
Properties=species:S:1:pos:R:3:mulliken_charge:R:1
H 1.795 -0.601 1.277 0.319
O -1.002 -0.935 0.555 -0.375
H 0.538 -2.031 -0.143 0.322
H 0.044 -0.691 -1.217 0.416
C 0.219 -0.988 -0.181 -0.590
N -1.550 0.941 -0.648 -0.584
N 2.952 1.026 -1.166 -0.397
H -2.278 1.647 -0.706 0.229
C 1.246 -0.064 0.498 -0.196
C -1.796 0.115 0.276 0.079
H 0.709 0.757 0.981 0.225
C 2.204 0.531 -0.436 0.157
H -2.640 0.128 0.970 0.395
```

=====

Here is a single C4H6N2O molecule from the Open Molecules 2025 dataset. Energies are from ωB97M-V/def2-TZVPD.

As for the charge: 0. The gap between HOMO and LUMO comes out at 11.468 eV. Its structure (SMILES) is [H]/N=C(\C#N)OCC. For the calculated total energy, the calculation gives -340.72624 Eh. The value obtained for the highest occupied orbital energy is -11.2508 eV. The spin multiplicity is 1. The value obtained for the energy relative to the best compared isomer or geometry (same formula, charge and spin) is 43.1 kcal per mole.

```
13
Properties=species:S:1:pos:R:3:mulliken_charge:R:1
N 1.572 2.074 0.767 -0.363
H -1.715 1.096 -1.048 0.275
N 2.344 -1.215 -0.002 -0.572
H -1.523 -1.419 -0.859 0.271
C 1.481 0.999 0.346 0.242
O 0.338 -0.675 -0.912 -0.377
C -1.618 0.599 -0.078 -1.030
C -0.931 -0.748 -0.232 -0.295
H -2.623 0.445 0.331 0.353
H 3.118 -0.808 0.521 0.262
H -0.781 -1.238 0.739 0.320
H -1.080 1.265 0.601 0.335
C 1.418 -0.375 -0.173 0.578
```

=====

Here is a single C4H6N2O molecule from the Open Molecules 2025 dataset. Energies are from ωB97M-V/def2-TZVPD.

As for the charge: 0. The gap between HOMO and LUMO comes out at 8.448 eV. For the calculated total energy, the calculation gives -340.63264 Eh. The value obtained for the highest occupied orbital energy is -7.8579 eV. The spin multiplicity is 1. The value obtained for the energy relative to the best compared isomer or geometry (same formula, charge and spin) is 101.8 kcal per mole.

```
13
Properties=species:S:1:pos:R:3:mulliken_charge:R:1
H 1.384 -0.213 -0.139 0.095
C -0.417 -0.876 0.778 -1.250
C 0.538 0.219 0.640 0.864
H 0.874 1.838 1.808 0.262
O -1.922 -1.700 -1.012 -0.502
H -0.622 0.129 -2.349 0.258
H 1.051 0.377 2.553 0.307
C 0.460 0.814 -0.701 -0.757
C -0.968 -0.889 -0.473 0.569
H -2.133 -2.317 -0.292 0.363
N 1.219 0.890 1.692 -0.602
H 1.014 1.627 -1.159 0.427
N -0.479 0.100 -1.345 -0.034
```

=====

Here is 2 unconnected molecules or ions with the total composition C4H6N2O from the Open Molecules 2025 dataset. Energies are from ωB97M-V/def2-TZVPD.

As for the charge: 0. The gap between HOMO and LUMO comes out at 8.813 eV. Its structure (SMILES) is [H]/N=C1\C=CNC1=O.[H][H]. For the calculated total energy, the calculation gives -340.71576 Eh. The value obtained for the highest occupied orbital energy is -9.1226 eV. The spin multiplicity is 1. The value obtained for the energy relative to the best compared isomer or geometry (same formula, charge and spin) is 49.7 kcal per mole.

```
13
Properties=species:S:1:pos:R:3:mulliken_charge:R:1
H 2.302 -0.952 -0.161 0.354
N 0.870 1.649 -0.449 -0.629
C 0.402 -1.675 0.600 -0.479
C 0.557 0.503 0.004 0.845
H 0.570 -2.722 0.824 0.386
H 1.815 1.634 -0.838 0.214
H -1.656 -1.604 1.206 0.203
H -1.673 1.822 -1.621 0.004
O -1.789 0.988 0.653 -0.532
N -0.850 -1.120 0.845 -0.036
C 1.269 -0.775 0.103 -0.468
H -0.961 2.019 -1.706 -0.006
C -0.855 0.234 0.540 0.145
```

=====

Here is a single C4H6N2O molecule from the Open Molecules 2025 dataset. Energies are from ωB97M-V/def2-TZVPD.

As for the charge: 0. The gap between HOMO and LUMO (alpha / beta) comes out at 6.732 / 6.720 eV. For the calculated total energy, the calculation gives -340.63053 Eh. The value obtained for the highest occupied orbital energy (alpha / beta) is -6.5027 / -6.4876 eV. The spin multiplicity is 1. The value obtained for the energy relative to the best compared isomer or geometry (same formula, charge and spin) is 103.1 kcal per mole.

```
13
Properties=species:S:1:pos:R:3:mulliken_charge:R:1
H -0.247 1.360 -0.405 0.242
N 0.533 0.767 -0.145 -0.151
H 1.107 -2.251 0.291 0.331
H 1.387 2.582 0.250 0.175
H -1.117 -1.018 -1.602 0.188
H 2.517 1.267 0.618 0.309
N -2.669 0.810 0.525 -0.411
O 1.152 -1.318 0.593 -0.527
C 0.210 -0.515 0.077 0.317
C -1.114 -1.053 -0.388 -0.251
C 1.632 1.516 0.088 -0.683
H -1.450 -2.136 -0.120 0.342
C -1.941 -0.010 0.217 0.119
```

=====

Here is a single C4H6N2O molecule from the Open Molecules 2025 dataset. Energies are from ωB97M-V/def2-TZVPD.

As for the charge: 0. The gap between HOMO and LUMO comes out at 11.233 eV. Its structure (SMILES) is CO/C=N\CC#N. For the calculated total energy, the calculation gives -340.71627 Eh. The value obtained for the highest occupied orbital energy is -10.3619 eV. The spin multiplicity is 1. The value obtained for the energy relative to the best compared isomer or geometry (same formula, charge and spin) is 49.3 kcal per mole.

```
13
Properties=species:S:1:pos:R:3:mulliken_charge:R:1
H -0.402 -2.713 -0.598 0.235
C -0.414 1.428 -1.166 0.316
H 0.286 -0.350 1.990 0.375
N -1.467 1.325 -1.618 -0.450
N 0.864 1.209 0.847 -0.474
C 0.820 1.791 -0.484 -0.260
C 0.370 0.069 0.985 0.124
H -0.349 -2.440 1.177 0.297
H -1.708 -1.793 0.178 0.293
H 0.882 2.877 -0.366 0.284
C -0.632 -2.006 0.201 -0.668
H 1.666 1.424 -1.082 0.244
O 0.085 -0.820 -0.064 -0.315
```

=====

Here is a single C4H6N2O molecule from the Open Molecules 2025 dataset. Energies are from ωB97M-V/def2-TZVPD.

As for the charge: 0. The gap between HOMO and LUMO comes out at 8.534 eV. For the calculated total energy, the calculation gives -340.60808 Eh. The value obtained for the highest occupied orbital energy is -7.9013 eV. The spin multiplicity is 1. The value obtained for the energy relative to the best compared isomer or geometry (same formula, charge and spin) is 117.2 kcal per mole.

```
13
Properties=species:S:1:pos:R:3:mulliken_charge:R:1
H 0.978 -2.772 1.307 0.235
C -0.204 2.242 -0.036 -0.008
O -0.057 -1.093 0.832 -0.322
C -0.128 0.321 -1.234 -0.398
N -0.648 1.587 1.014 -0.487
H -0.249 3.326 -0.113 0.378
C -0.377 -0.174 -0.018 0.667
H 1.502 -2.046 -0.256 0.337
H -1.271 2.183 1.597 0.208
H -0.376 -0.043 -2.246 0.336
N 0.251 1.642 -1.112 -0.587
C 0.649 -2.270 0.395 -0.664
H -0.070 -2.905 -0.130 0.308
```

=====

Here is a single C4H6N2O molecule from the Open Molecules 2025 dataset. Energies are from ωB97M-V/def2-TZVPD.

As for the charge: 0. The gap between HOMO and LUMO comes out at 9.607 eV. Its structure (SMILES) is CNC(=O)N1C=C1. For the calculated total energy, the calculation gives -340.65918 Eh. The value obtained for the highest occupied orbital energy is -8.6600 eV. The spin multiplicity is 1. The value obtained for the energy relative to the best compared isomer or geometry (same formula, charge and spin) is 85.2 kcal per mole.

```
13
Properties=species:S:1:pos:R:3:mulliken_charge:R:1
H 2.738 -0.648 -1.676 0.353
O 1.166 -1.752 0.586 -0.618
C 1.974 -0.013 -1.270 -0.214
H 1.338 2.087 -0.551 0.348
H -1.768 0.531 -0.532 0.324
H -2.748 0.131 0.896 0.307
C 0.346 -0.925 0.227 0.540
H -0.987 -1.275 1.676 0.234
H -1.421 1.308 1.031 0.236
N -0.850 -0.729 0.839 -0.142
C -1.741 0.374 0.548 -0.763
C 1.430 1.047 -0.816 -0.243
N 0.523 -0.135 -0.958 -0.360
```

=====

M, respectively: 98.1 98.1 98.1 98.1 98.1 98.1 98.1 98.1 98.1 98.1 g mol⁻¹.